(1)
{
  "formula": "C3H11N3",
  "method": "ωB97M-V/def2-TZVPD",
  "charge": 0,
  "homo_lumo_gap_ev": 8.418,
  "de_lowest_ev": 4.172,
  "fmax_ev_per_a": 1.64,
  "lumo_energy_ha": 0.0407,
  "species": ["C", "C", "C", "N", "N", "N", "H", "H", "H", "H", "H", "H", "H", "H", "H", "H", "H"],
  "positions_angstrom": [[0.965, -0.269, 0.955], [-1.163, 0.888, -1.690], [0.727, 0.897, 1.894], [0.020, 0.570, -0.933], [-0.162, -0.434, -0.100], [-0.181, -1.986, -0.721], [-1.086, -0.506, 0.367], [-0.309, -1.876, -1.728], [0.739, -2.413, -0.629], [0.971, -1.218, 1.489], [1.894, -0.150, 0.401], [-1.156, 1.954, -1.919], [-1.189, 0.329, -2.635], [-2.096, 0.658, -1.144], [0.770, 1.834, 1.348], [-0.241, 0.824, 2.376], [1.497, 0.899, 2.667]]
}



(2)
{
  "formula": "C11H7N3S",
  "method": "ωB97M-V/def2-TZVPD",
  "charge": 0,
  "homo_lumo_gap_ev": [6.931, 6.812],
  "de_lowest_ev": 1.541,
  "fmax_ev_per_a": 5.42,
  "lumo_energy_ha": [-0.0719, -0.0697],
  "species": ["C", "C", "C", "C", "C", "C", "C", "C", "C", "C", "C", "N", "N", "N", "S", "H", "H", "H", "H", "H", "H", "H"],
  "positions_angstrom": [[-2.345, -1.954, 0.395], [-4.280, 0.511, -0.112], [-0.820, 2.035, 0.904], [2.212, 0.456, 0.086], [1.671, -0.340, 1.050], [1.412, 0.852, -1.014], [0.339, -0.745, 0.906], [0.187, 0.295, -1.257], [-0.367, -0.594, -0.254], [-1.704, -1.153, -0.440], [-3.026, 0.690, 0.361], [-2.976, -2.595, 1.131], [-5.370, 0.418, -0.503], [-0.044, 2.091, 1.723], [-2.014, 2.016, -0.323], [3.291, 0.839, 0.106], [2.111, -0.769, 1.955], [1.774, 1.366, -1.847], [0.062, -1.280, 1.813], [-0.313, 0.521, -2.151], [-1.996, -1.094, -1.453], [-2.879, 0.551, 1.353]]
}



(3)
{
  "formula": "C5H7NO",
  "method": "ωB97M-V/def2-TZVPD",
  "charge": 0,
  "homo_lumo_gap_ev": 10.995,
  "de_lowest_ev": 2.617,
  "fmax_ev_per_a": 0.62,
  "lumo_energy_ha": 0.0355,
  "species": ["N", "C", "O", "C", "C", "C", "C", "H", "H", "H", "H", "H", "H", "H"],
  "positions_angstrom": [[2.679, 0.125, -0.370], [1.531, 0.051, 0.139], [0.880, -1.131, 0.486], [-0.108, -0.689, -0.488], [-1.472, -0.508, 0.140], [-0.959, 0.839, 0.727], [0.287, 0.796, -0.210], [3.066, -0.823, -0.372], [0.169, -1.123, -1.448], [-1.782, -1.289, 0.837], [-2.242, -0.363, -0.624], [-0.739, 0.815, 1.796], [-1.615, 1.687, 0.518], [0.385, 1.568, -0.971]]
}



(4)
{
  "formula": "C2H4N4",
  "method": "ωB97M-V/def2-TZVPD",
  "charge": 0,
  "smiles": "Nn1ccnn1",
  "homo_lumo_gap_ev": 10.671,
  "de_lowest_ev": 2.652,
  "fmax_ev_per_a": 3.35,
  "lumo_energy_ha": 0.0364,
  "species": ["C", "C", "H", "H", "H", "H", "N", "N", "N", "N"],
  "positions_angstrom": [[0.633, -0.723, 0.412], [-0.277, -0.690, 1.479], [-0.545, 0.657, -2.322], [0.657, 1.574, -1.467], [1.647, -1.134, 0.488], [-0.129, -1.228, 2.420], [0.367, 0.644, -1.769], [0.069, 0.159, -0.496], [-1.336, 0.060, 1.195], [-1.087, 0.682, 0.061]]
}



(5)
{
  "formula": "CH2N2O",
  "method": "ωB97M-V/def2-TZVPD",
  "charge": 0,
  "homo_lumo_gap_ev": [9.169, 8.346],
  "de_lowest_ev": 4.763,
  "fmax_ev_per_a": 3.70,
  "lumo_energy_ha": [-0.0041, -0.0191],
  "species": ["C", "N", "N", "O", "H", "H"],
  "positions_angstrom": [[-0.061, -0.506, -0.080], [-0.728, -1.484, 0.086], [-2.805, -0.340, -0.098], [-2.436, 0.730, 0.074], [0.957, -0.537, -0.076], [-0.593, 0.475, 0.050]]
}



(6)
{
  "formula": "C4H5NS2",
  "method": "ωB97M-V/def2-TZVPD",
  "charge": 0,
  "smiles": "C=C1N=C(C)SS1",
  "homo_lumo_gap_ev": 8.197,
  "de_lowest_ev": 1.911,
  "fmax_ev_per_a": 5.24,
  "lumo_energy_ha": 0.0055,
  "species": ["C", "C", "C", "C", "N", "S", "S", "H", "H", "H", "H", "H"],
  "positions_angstrom": [[1.146, 1.021, 0.021], [-0.409, -0.849, 0.172], [1.259, 2.318, -0.041], [-1.718, -1.525, 0.028], [-0.359, 0.426, 0.224], [2.333, -0.198, 0.029], [1.037, -1.846, 0.049], [2.158, 2.815, -0.500], [0.478, 2.904, 0.434], [-1.486, -1.697, -1.023], [-2.573, -0.885, 0.050], [-1.866, -2.484, 0.556]]
}



(7)
{
  "formula": "C2H4N6O2",
  "method": "ωB97M-V/def2-TZVPD",
  "charge": 0,
  "homo_lumo_gap_ev": [8.669, 8.669],
  "de_lowest_ev": 3.822,
  "fmax_ev_per_a": 4.09,
  "lumo_energy_ha": [-0.0471, -0.0471],
  "species": ["C", "C", "N", "N", "N", "N", "N", "N", "O", "O", "H", "H", "H", "H"],
  "positions_angstrom": [[4.080, 2.078, 0.715], [-0.862, -0.637, 0.248], [4.782, 1.856, 1.580], [-1.484, -0.268, 1.274], [-1.324, -1.696, -0.506], [3.201, 2.340, -0.220], [0.356, -0.167, -0.357], [0.984, 0.798, 0.110], [0.881, 1.557, 1.028], [2.506, 1.252, -0.729], [-1.081, 0.554, 1.724], [-2.329, -1.540, -0.459], [-0.869, -1.689, -1.363], [3.179, 3.091, -0.893]]
}



(8)
{
  "formula": "C33H34NO",
  "method": "ωB97M-V/def2-TZVPD",
  "charge": 1,
  "homo_lumo_gap_ev": 4.447,
  "de_lowest_ev": 0.324,
  "fmax_ev_per_a": 2.09,
  "lumo_energy_ha": -0.1825,
  "species": ["C", "C", "C", "C", "C", "C", "C", "C", "C", "C", "C", "C", "C", "C", "C", "C", "C", "N", "C", "H", "H", "H", "H", "H", "H", "H", "H", "H", "H", "H", "H", "H", "H", "H", "H", "H", "H", "H", "C", "O", "C", "C", "C", "C", "C", "C", "C", "C", "C", "C", "C", "C", "C", "C", "H", "H", "H", "H", "H", "H", "H", "H", "H", "H", "H", "H", "H", "H", "H"],
  "positions_angstrom": [[-3.191, 1.467, 1.406], [-1.929, 2.047, 2.024], [-0.973, 0.982, 2.437], [-1.350, -0.383, 2.563], [-0.333, -1.345, 2.863], [0.959, -0.944, 3.109], [1.336, 0.424, 3.060], [2.651, 0.812, 3.458], [3.320, 1.987, 3.097], [4.749, 2.208, 3.275], [5.097, 3.444, 2.696], [3.898, 4.076, 2.216], [2.820, 3.228, 2.481], [0.320, 1.348, 2.712], [-0.665, -2.798, 2.932], [-1.974, -3.124, 2.221], [-3.068, -2.126, 2.565], [-2.647, -0.751, 2.360], [-3.678, 0.257, 2.185], [-3.976, 2.224, 1.378], [-2.978, 1.178, 0.371], [-1.435, 2.710, 1.307], [-2.200, 2.684, 2.884], [1.695, -1.698, 3.410], [3.165, 0.108, 4.127], [5.396, 1.482, 3.769], [6.093, 3.868, 2.593], [3.852, 5.050, 1.716], [1.802, 3.478, 2.210], [0.508, 2.410, 2.752], [0.166, -3.367, 2.495], [-0.735, -3.117, 3.988], [-1.814, -3.111, 1.138], [-2.290, -4.133, 2.500], [-3.945, -2.281, 1.933], [-3.388, -2.272, 3.608], [-4.063, 0.584, 3.164], [-4.504, -0.231, 1.661], [2.290, -1.067, 9.373], [1.320, -0.980, 8.308], [1.333, 0.161, 7.556], [0.276, 0.363, 6.636], [0.241, 1.491, 5.859], [1.268, 2.478, 5.894], [1.239, 3.650, 5.080], [1.721, 4.926, 5.451], [1.690, 6.015, 4.526], [1.878, 7.314, 4.954], [2.244, 7.585, 6.286], [2.440, 8.980, 6.796], [2.373, 6.526, 7.181], [2.141, 5.226, 6.785], [2.360, 2.206, 6.756], [2.373, 1.120, 7.608], [2.109, -2.018, 9.868], [3.315, -1.040, 8.973], [2.155, -0.234, 10.081], [-0.513, -0.387, 6.570], [-0.603, 1.643, 5.191], [0.631, 3.662, 4.183], [1.505, 5.806, 3.461], [1.771, 8.151, 4.258], [3.002, 8.957, 7.733], [2.970, 9.622, 6.088], [1.469, 9.445, 7.021], [2.686, 6.740, 8.204], [2.250, 4.455, 7.533], [3.222, 2.882, 6.795], [3.189, 0.990, 8.322]]
}